[1]
Here is a 2-piece molecular cluster, C3H10N2S overall from the OMol25 dataset. Energies are from ωB97M-V with the def2-TZVPD basis set.

Positions of all 16 atoms, in Å:
C  -0.0820  0.4846  1.9348
C  -1.6135  0.4127  1.9586
S  -2.3119  1.1732  0.4762
H  0.2711  1.4976  1.8030
H  0.3683  -0.2078  1.2175
H  0.3004  0.0236  2.8505
H  -2.0753  0.9904  2.7562
H  -1.8823  -0.6412  2.0637
N  1.7949  -1.3629  -1.7110
C  0.9742  -0.4720  -2.3330
N  1.0816  0.7826  -2.0964
H  1.5915  -2.3018  -1.3894
H  2.6623  -1.0366  -1.3073
H  0.2610  -0.9400  -3.0063
H  0.4777  1.2550  -2.7652
H  -1.8181  0.3428  -0.4519

Its net charge is +1. The calculation puts the LUMO energy (alpha / beta) at -3.78 / -9.05 eV. Its spin multiplicity is 2. The highest occupied orbital energy (alpha / beta) is -12.7 / -12.5 eV. Its expectation value of S² is 0.75.

[2]
Here is a 2-piece molecular cluster, C3H10N2S overall from the OMol25 dataset. Energies are from ωB97M-V with the def2-TZVPD basis set.

Positions of all 16 atoms, in Å:
C  -1.0391  0.0499  1.9071
C  0.0484  -1.0411  1.6942
S  1.6731  -0.5545  1.3036
H  -0.5828  0.9412  2.3614
H  -1.5419  0.3464  0.9823
H  -1.7109  -0.4046  2.6085
H  0.0278  -1.7989  2.4687
H  -0.4525  -1.5962  0.8692
N  1.3081  0.6551  -2.3917
C  0.0081  0.1924  -2.3401
N  -0.8337  0.7842  -1.5681
H  1.3842  1.4540  -1.7754
H  1.9720  0.4166  -3.0997
H  -0.2308  -0.2709  -3.3107
H  -1.5440  0.0735  -1.3684
H  1.5142  0.7530  1.6590

Its net charge is +1. The calculation puts the LUMO energy (alpha / beta) at -3.01 / -8.76 eV. Its spin multiplicity is 2. The highest occupied orbital energy (alpha / beta) is -14.4 / -12.7 eV. Its expectation value of S² is 0.76.

[3]
Here is C3H10N2S2 in the gas phase from the OMol25 dataset. Energies are from ωB97M-V with the def2-TZVPD basis set.

Positions of all 17 atoms, in Å:
N  -2.1417  0.1805  -1.2691
C  -0.8309  0.8320  -1.0320
C  0.0445  0.0095  -0.1090
N  0.4255  -1.2698  -0.7125
C  1.1226  0.8209  0.6497
S  1.2564  0.4468  2.4137
S  1.8180  -1.5397  2.3808
H  -2.8863  0.7508  -0.8870
H  -2.1585  -0.6833  -0.7368
H  -0.9684  1.8154  -0.5858
H  -0.3407  0.9533  -2.0059
H  -0.6470  -0.2524  0.7066
H  1.3491  -1.5574  -0.4082
H  0.5055  -1.1487  -1.7202
H  0.7528  1.8433  0.6467
H  2.1008  0.8749  0.1666
H  0.5982  -2.0762  2.5026

The calculation puts the LUMO energy at 0.53 eV. Its spin multiplicity is 1. The SMILES is NC[C@@H](N)CSS. The highest occupied orbital energy is -9.2 eV.

[4]
Here is a 2-piece molecular cluster, C3H10N3 overall from the OMol25 dataset. Energies are from ωB97M-V with the def2-TZVPD basis set.

Positions of all 16 atoms, in Å:
C  1.6062  1.0294  1.1200
C  -0.5822  -2.0115  -1.2424
C  -2.3800  -0.7405  -0.4430
N  0.8055  0.8747  0.1125
N  2.4597  2.0081  1.3063
N  -0.9845  -1.0588  -0.5275
H  -1.2489  -2.6628  -1.8052
H  1.5597  0.2712  1.8979
H  0.4777  -2.2093  -1.3153
H  -2.5221  0.2796  -0.8055
H  -2.6815  -0.7678  0.6039
H  -3.0073  -1.4221  -1.0249
H  0.8128  1.5642  -0.6310
H  0.0980  0.0456  -0.0302
H  2.5756  2.7542  0.6322
H  3.0115  2.0458  2.1522

Its net charge is +1. The calculation puts the LUMO energy at -2.87 eV. Its spin multiplicity is 1. The highest occupied orbital energy is -14.2 eV.

[5]
Here is a 3-piece molecular cluster, C3H10N3 overall from the OMol25 dataset. Energies are from ωB97M-V with the def2-TZVPD basis set.

Positions of all 16 atoms, in Å:
C  0.4551  0.6008  -0.0199
C  -3.4008  -0.1917  -0.7011
C  -3.5311  -0.5825  0.5491
N  -0.2381  1.4473  0.4228
N  1.3665  -0.0621  -0.5212
N  3.8389  -0.1253  0.1813
H  -0.9986  1.5643  1.0572
H  -2.5779  0.4198  -1.0398
H  -4.1240  -0.4587  -1.4522
H  -4.3647  -1.1842  0.8702
H  -2.8210  -0.3286  1.3213
H  2.6833  -0.0796  -0.1059
H  1.1890  -0.5927  -1.3607
H  3.9471  -0.0632  1.1942
H  4.3433  0.6454  -0.2532
H  4.2329  -1.0090  -0.1421

Its net charge is +1. The calculation puts the LUMO energy (alpha / beta) at -3.44 / -4.92 eV. Its spin multiplicity is 3. The highest occupied orbital energy (alpha / beta) is -8.1 / -14.9 eV. Its expectation value of S² is 2.01.

[6]
Here is a 2-piece molecular cluster, C3H10N3O overall from the OMol25 dataset. Energies are from ωB97M-V with the def2-TZVPD basis set.

Positions of all 17 atoms, in Å:
C  1.6332  -1.0631  -2.1905
N  1.4930  -1.1492  -0.7475
C  0.0690  -1.3303  -0.3496
O  -0.7084  -0.3258  -0.7764
H  1.2265  -1.9393  -2.7268
H  2.6838  -0.9672  -2.4619
H  1.0993  -0.1817  -2.5358
H  2.0324  -1.9365  -0.4020
H  0.0880  -1.4468  0.7549
H  -0.2793  -2.3271  -0.7433
N  -0.6724  1.4138  1.0863
C  -1.6357  1.8163  1.8915
N  -1.5412  2.7695  2.7669
H  -0.6926  0.6462  0.2666
H  0.1994  1.9169  1.1679
H  -2.5642  1.2488  1.7551
H  -2.4307  2.8555  3.2445

Its net charge is -1. The calculation puts the LUMO energy at 4.17 eV. Its spin multiplicity is 1. The highest occupied orbital energy is -3.8 eV.

no.,calculated total energy (Ha)
1,-627.64628
2,-627.62187
3,-1026.17306
4,-284.33246
5,-284.10324
6,-359.81933